(1)
This record from OMol25 describes a structure of composition C26H31AsAuN5O3S in a non-equilibrium geometry. The level of theory is ωB97M-V with the def2-TZVPD basis set.

ΔE to the lowest compared entry with this formula, charge and spin = 183.4 kJ/mol
Gap between HOMO and LUMO = 0.1744 Eh
Total charge = +2
HOMO energy = -13.06 eV
Molar mass = 765.52 g mol⁻¹

Geometry as XYZ:
```
68
Properties=species:S:1:pos:R:3:forces:R:3
Au 0.713596 -1.148014 0.070832 1.20 -0.56 -0.62
C -0.371493 -2.809671 2.960930 -0.05 0.06 0.05
N 0.872724 -2.994176 2.249258 0.03 0.01 -0.02
C 1.065519 -4.268829 1.563230 0.03 -0.03 -0.03
C 0.367541 -4.336101 0.233774 -0.09 0.00 0.08
N 0.221036 -3.344152 -0.605073 -0.44 -0.14 0.25
C -0.511905 -3.854850 -1.673721 0.12 0.16 -0.07
C -0.969264 -3.219525 -2.827783 0.01 0.00 0.02
C -1.682941 -3.982500 -3.726250 -0.01 -0.04 0.00
C -1.937369 -5.346448 -3.492302 0.01 0.02 -0.03
C -1.486589 -5.986069 -2.356892 0.02 0.02 0.02
C -0.770593 -5.205376 -1.453572 -0.02 -0.11 0.03
N -0.198989 -5.484089 -0.219291 -0.03 0.07 -0.06
C -1.082971 -1.534976 2.591146 0.06 -0.08 -0.38
N -1.294469 -1.116490 1.307812 0.04 0.22 0.19
C -2.059611 -0.041634 1.394168 -0.03 0.25 0.15
C -2.691777 0.773803 0.291084 0.07 0.05 -0.06
C -3.824559 1.630227 0.821095 0.03 -0.12 -0.08
C -4.030903 1.873662 2.122085 0.01 -0.14 0.21
C -3.265521 1.182704 3.134314 -0.26 0.17 -0.04
C -2.376008 0.236343 2.748535 0.31 -0.17 -0.19
N -1.667946 -0.733707 3.464454 -0.22 0.11 0.09
H -0.233983 -2.816521 4.045984 -0.04 -0.05 0.02
H -1.072080 -3.619378 2.727168 -0.01 0.01 -0.01
H 1.659381 -2.806511 2.852597 0.01 0.08 -0.04
H 0.743564 -5.121096 2.173232 0.03 -0.03 -0.01
H 2.138506 -4.381236 1.398279 0.00 -0.02 0.01
H -0.758843 -2.172159 -3.005977 0.00 0.00 0.00
H -2.052717 -3.530949 -4.636766 0.00 0.00 0.00
H -2.498035 -5.908377 -4.226632 0.00 0.00 0.00
H -1.682171 -7.035569 -2.183607 0.00 0.00 0.00
H -0.179413 -6.378934 0.240621 0.01 0.00 0.01
H -3.033346 0.089871 -0.491420 -0.10 -0.12 0.11
H -4.413359 2.131695 0.064000 0.08 0.06 -0.02
H -4.799830 2.562997 2.440230 0.02 0.02 0.01
H -3.451913 1.397306 4.181036 -0.03 -0.04 0.00
H -1.679212 -0.866405 4.466587 0.01 0.00 0.00
C 3.894312 0.062997 1.314285 0.01 0.04 -0.02
As 3.000915 -0.352859 -0.356993 -0.23 0.03 0.36
C 3.441251 1.203788 -1.415977 -0.15 -0.02 -0.03
C 4.145059 -1.729782 -1.086199 -0.04 -0.04 -0.09
H 4.910931 0.411658 1.137687 0.01 -0.01 -0.04
H 3.929668 -0.829303 1.937776 -0.02 0.00 0.00
H 3.330084 0.839606 1.827955 0.01 -0.01 0.01
H 4.524592 1.307302 -1.446514 0.01 -0.01 -0.01
H 3.006782 2.085901 -0.948289 -0.01 0.00 -0.01
H 3.047165 1.096709 -2.423947 -0.01 0.01 0.00
H 5.148171 -1.344811 -1.261398 0.00 0.03 0.02
H 3.726872 -2.096072 -2.021913 0.01 0.00 -0.01
H 4.195293 -2.555835 -0.378216 -0.01 0.00 0.00
C 0.204368 7.930585 -0.976899 0.00 -0.02 0.00
C 0.051553 6.442503 -0.855373 -0.01 0.04 0.01
C -0.747909 5.882572 0.143736 0.00 0.01 0.00
C -0.898053 4.514496 0.253033 0.08 -0.04 0.04
C -0.245488 3.692449 -0.659419 -0.05 0.10 -0.11
C 0.542432 4.219688 -1.675777 -0.09 0.03 -0.02
C 0.689682 5.593466 -1.756651 0.04 -0.03 -0.02
S -0.313086 1.963138 -0.511841 -0.13 0.21 -0.03
O 0.088563 1.354416 -1.735223 0.04 -0.18 0.03
O -1.915185 1.790245 -0.362784 -0.08 0.15 -0.04
O 0.260739 1.531389 0.730308 -0.20 0.10 0.37
H -0.136694 8.442523 -0.079472 0.00 0.00 0.00
H -0.380581 8.301680 -1.820460 0.00 0.00 0.00
H 1.244123 8.201369 -1.157825 0.00 0.00 0.00
H -1.255834 6.533989 0.843298 0.00 -0.01 0.00
H -1.515303 4.091126 1.034955 0.02 0.00 0.01
H 1.012047 3.565319 -2.396996 0.03 0.00 0.02
H 1.309477 6.014882 -2.538032 -0.02 0.00 -0.01
```
Forces are in eV/Å.

---

(2)
This record from OMol25 describes a structure of composition C26H31ClN11O2S2Se4Zr. The level of theory is ωB97M-V with the def2-TZVPD basis set.

Gap between HOMO and LUMO = 0.1807 Eh
Total charge = -1
HOMO energy = -2.91 eV
Molar mass = 1036.26 g mol⁻¹

Geometry as XYZ:
```
78
Properties=species:S:1:pos:R:3:forces:R:3
Zr -0.350270 -0.445507 -0.486985 -0.24 -0.05 -0.18
N -1.316281 -2.444554 -8.463499 -0.02 0.02 0.00
C -0.886764 -2.287326 -7.146752 0.03 0.01 0.01
C 0.370625 -1.740726 -6.875793 -0.03 -0.02 -0.01
C 0.808106 -1.611764 -5.573673 0.00 0.05 -0.03
C -0.019020 -2.011319 -4.532373 0.02 -0.04 0.07
C -1.256726 -2.582537 -4.783931 0.01 0.06 0.01
C -1.685897 -2.721351 -6.089027 -0.01 0.00 -0.01
S 0.629401 -1.938104 -2.909481 0.22 -0.22 0.10
O -0.457649 -2.253620 -1.931236 -0.12 -0.18 -0.01
O 1.747019 -2.827898 -2.857191 0.00 -0.01 -0.07
N 1.027261 -0.487998 -2.432559 0.06 0.04 0.08
C 0.562055 0.702650 -2.917195 0.00 0.19 -0.09
N -0.143371 1.361769 -1.975974 -0.17 -0.06 -0.01
C -0.703059 2.519458 -2.300510 0.07 0.10 0.04
C -0.505052 3.062456 -3.554381 -0.03 0.03 -0.02
C 0.270209 2.330384 -4.436041 0.04 -0.06 0.00
N 0.815836 1.155016 -4.135842 -0.01 -0.04 0.02
H -0.892268 -1.810111 -9.121259 0.00 -0.01 0.00
H -2.317329 -2.482752 -8.572614 0.01 -0.01 -0.01
H 1.003806 -1.416792 -7.693248 -0.01 0.00 0.00
H 1.778982 -1.184482 -5.361933 -0.02 -0.01 -0.01
H -1.882572 -2.886634 -3.959181 -0.03 0.00 0.01
H -2.660422 -3.148314 -6.292362 0.00 -0.01 0.00
H -1.320979 2.998785 -1.551691 0.02 -0.03 0.01
H -0.956383 4.001071 -3.836318 0.00 0.00 0.00
H 0.469685 2.695404 -5.438005 -0.03 0.03 0.00
Se 1.901289 1.041027 0.231715 -0.11 0.01 -0.11
Se 2.986847 -0.723131 1.337600 -0.04 0.01 0.11
Se 1.635595 -2.462927 0.490483 0.11 0.03 -0.01
Se 1.120865 -3.759624 2.361024 0.06 0.02 -0.06
C -0.418692 -1.337735 5.091840 0.03 -0.02 0.00
N -0.338582 -0.415475 3.970150 0.03 0.03 0.00
C 0.512029 0.768797 4.106991 0.08 0.01 -0.01
C -0.787342 -0.750176 2.752583 0.01 -0.11 0.04
N -0.596698 -0.037784 1.684912 0.04 0.01 -0.16
N -1.547598 -1.910349 2.687248 -0.04 0.09 0.06
C -1.816200 -2.611948 1.543989 0.08 0.12 -0.08
N -2.379804 -3.845861 1.775555 -0.05 -0.11 0.05
N -1.621660 -2.123800 0.372966 -0.10 -0.08 -0.03
H -1.424022 -1.367464 5.521285 -0.01 -0.03 0.00
H 0.270630 -0.996997 5.858017 -0.05 0.05 0.02
H -0.082454 -2.338487 4.803874 -0.01 0.00 -0.03
H 0.641658 0.977718 5.164846 -0.01 -0.01 0.00
H 0.044284 1.646787 3.667451 -0.03 0.01 0.01
H 1.485007 0.599333 3.639687 -0.02 -0.03 -0.01
H -0.185297 0.877745 1.862871 0.01 -0.01 0.06
H -1.531239 -2.479744 3.514816 -0.01 0.00 0.00
H -1.877836 -4.352800 2.496459 0.01 0.04 0.01
H -2.402098 -4.415058 0.941577 -0.02 0.03 -0.02
H -1.874092 -2.773610 -0.363522 0.03 -0.01 0.00
C -6.443179 2.046049 -1.058828 -0.01 0.00 -0.02
C -5.114839 1.363806 -0.920044 0.03 -0.01 0.05
C -4.559888 1.110159 0.336776 -0.05 0.02 -0.02
C -3.291384 0.597884 0.347575 0.03 0.00 0.00
N -2.613809 0.287475 -0.772442 0.08 0.19 0.35
C -3.268008 0.453482 -1.967837 0.05 0.01 0.00
S -2.540190 -0.108175 -3.388538 0.05 -0.06 -0.02
N -4.487469 1.042491 -2.032419 -0.01 -0.02 -0.03
H -7.001509 2.021113 -0.124111 -0.01 0.01 0.00
H -7.022674 1.578059 -1.852897 0.01 -0.01 0.00
H -6.283006 3.089232 -1.338260 0.00 0.00 0.01
H -5.063156 1.366611 1.257207 0.01 0.00 0.01
H -2.767447 0.453802 1.279816 0.00 -0.01 0.00
Cl -3.036213 2.847452 3.777120 -0.03 0.00 0.00
C -1.432464 3.575527 3.695028 0.05 -0.01 0.07
C -0.877179 4.023631 4.876028 -0.01 -0.02 -0.08
C 0.419569 4.521258 4.901067 0.04 0.02 0.08
C 1.130858 4.547731 3.693512 -0.04 -0.02 -0.07
C 0.572284 4.111287 2.516967 0.02 0.04 0.07
C -0.763314 3.590421 2.432397 -0.10 -0.16 -0.06
C -1.306929 3.075653 1.260526 0.01 0.09 -0.05
H -1.466268 3.966333 5.783769 0.00 0.00 0.00
H 0.859280 4.875507 5.823872 0.00 0.00 0.00
H 2.150615 4.917860 3.681174 0.00 0.00 0.00
H 1.159703 4.124543 1.606001 0.00 0.00 -0.01
H -2.353031 2.811247 1.232010 0.01 0.05 -0.11
H -0.791385 3.247516 0.324167 0.08 0.03 0.10
```
Forces are in eV/Å.

---

Number 1: calculated total energy -4277.97774 a.u., E_LUMO -8.31 eV. Number 2: calculated total energy -12671.78485 a.u., E_LUMO 2.00 eV.